[1]
Molecular formula: C12H34KNO11S2
Method: DFT, wB97M-V/def2-TZVPD

Summary:
molecular weight	471.63	g/mol
charge	0
Kohn-Sham gap	6.25	eV
maximum force	1.52	eV/Å
E_HOMO	-6.24	eV

Cartesian coordinates (Å):
K1 2.848 14.032 -19.283
C1 6.023 13.967 -19.031
C2 6.187 13.924 -20.575
C3 7.330 12.964 -20.965
O1 5.037 13.669 -21.253
H1 5.384 14.805 -18.749
H2 6.968 13.912 -18.489
H3 5.509 13.035 -18.738
H4 6.578 14.953 -20.809
H5 8.158 12.985 -20.243
H6 7.802 13.326 -21.884
H7 6.949 11.958 -21.133
C4 2.558 11.041 -21.803
O2 3.148 11.702 -20.713
H8 1.956 11.728 -22.416
H9 3.310 10.611 -22.474
H10 1.919 10.223 -21.464
H11 3.943 12.201 -21.052
C5 4.387 17.382 -19.879
O3 3.169 16.731 -20.233
H12 4.219 18.412 -19.547
H13 4.852 16.824 -19.072
H14 5.111 17.411 -20.699
H15 2.679 17.294 -20.835
O4 1.436 14.545 -21.476
S1 0.050 14.340 -21.748
O5 -0.639 13.186 -21.282
O6 -0.763 15.567 -21.169
C6 -0.084 16.821 -21.003
C7 -1.126 17.882 -20.779
C8 -0.256 14.552 -23.476
H16 0.486 17.055 -21.911
H17 0.614 16.773 -20.169
H18 -1.849 17.557 -20.035
H19 -1.619 18.176 -21.706
H20 -0.622 18.794 -20.447
H21 0.404 13.873 -24.008
H22 -0.119 15.601 -23.721
H23 -1.295 14.270 -23.625
O7 0.679 13.072 -17.745
S2 0.059 11.875 -17.287
O8 0.546 11.249 -16.108
O9 -1.463 12.149 -17.038
C9 -2.191 12.857 -18.080
C10 -3.123 13.841 -17.415
C11 0.027 10.736 -18.624
H24 -2.713 12.114 -18.683
H25 -1.500 13.394 -18.730
H26 -3.802 14.275 -18.143
H27 -2.520 14.640 -16.974
H28 -3.639 13.379 -16.573
H29 -0.336 11.299 -19.489
H30 -0.637 9.911 -18.387
H31 1.038 10.415 -18.866
C12 3.548 10.991 -15.125
N1 3.404 12.293 -15.830
O10 3.272 13.287 -15.137
O11 3.461 12.281 -17.043
H32 3.508 10.199 -15.859
H33 2.793 10.972 -14.349
H34 4.533 11.001 -14.661

---

[2]
Molecular formula: C9H9NPS
Method: DFT, wB97M-V/def2-TZVPD

Summary:
molecular weight	194.22	g/mol
charge	+1
Kohn-Sham gap	8.98	eV
maximum force	5.51	eV/Å
relative energy (zero: lowest compared OMol25 entry of this formula, charge and spin)	0.0000	eV
E_HOMO	-13.20	eV

Cartesian coordinates (Å):
C1 1.167 2.459 -1.294
C2 0.407 3.298 -0.436
C3 1.187 1.084 -1.132
C4 -0.462 2.793 0.512
C5 0.438 0.656 -0.054
C6 -0.434 1.422 0.689
C7 -0.291 -0.876 1.704
C8 -0.424 -2.103 -1.571
C9 -0.345 -2.060 2.576
N1 0.319 -0.944 0.515
P1 0.723 -2.393 -0.356
S1 -1.023 0.596 2.107
H1 1.918 2.962 -1.978
H2 0.485 4.408 -0.683
H3 1.905 0.461 -1.686
H4 -1.214 3.288 1.049
H5 -0.323 -2.709 -2.430
H6 -0.886 -1.169 -1.479
H7 0.326 -2.906 2.393
H8 -0.249 -1.799 3.628
H9 -1.315 -2.455 2.518

---

[3]
Molecular formula: C14H24BrCl17O7P4
Method: DFT, wB97M-V/def2-TZVPD

Summary:
molecular weight	1110.84	g/mol
charge	0
Kohn-Sham gap	7.21	eV
maximum force	8.43	eV/Å
E_HOMO	-7.60	eV

Cartesian coordinates (Å):
C1 -3.704 0.171 6.351
C2 -2.517 0.256 5.195
O1 -2.801 -0.128 3.935
O2 -1.171 0.748 5.527
C3 -0.747 1.845 4.629
C4 0.607 1.401 3.758
C5 0.304 0.053 2.822
C6 1.536 -0.073 1.700
C7 1.736 -1.602 1.138
C8 1.088 -1.861 -0.363
C9 -0.451 -1.291 -0.467
C10 -1.318 -1.908 -1.726
P1 -3.153 -1.909 -1.190
P2 -2.712 -3.783 -0.092
O3 -3.900 -4.026 1.185
Cl1 -2.842 -5.476 -1.429
P3 -3.403 -0.079 -2.403
O4 -2.017 1.007 -2.174
Br1 -3.247 -0.629 -4.648
P4 -4.826 -2.793 -2.273
O5 -4.436 -3.595 -3.578
O6 -5.935 -1.486 -2.739
O7 -5.784 -3.835 -1.204
H1 -4.763 0.167 5.849
H2 -3.594 -0.814 6.981
H3 -3.633 1.092 7.105
H4 -1.620 2.205 3.901
H5 -0.424 2.764 5.296
H6 1.419 1.138 4.558
H7 0.987 2.244 3.039
H8 0.261 -0.875 3.544
H9 -0.709 0.275 2.264
H10 1.459 0.728 0.847
H11 2.524 0.183 2.317
H12 2.911 -1.780 1.043
H13 1.285 -2.329 1.968
H14 1.198 -3.012 -0.571
H15 1.767 -1.304 -1.161
H16 -0.369 -0.112 -0.473
H17 -0.971 -1.560 0.573
H18 -1.114 -1.371 -2.758
H19 -1.027 -3.051 -1.908
H20 -3.485 -1.198 0.052
H21 -3.691 -4.973 1.507
H22 -2.058 1.429 -1.260
H23 -6.879 -1.791 -2.595
H24 -6.408 -3.160 -0.759
Cl2 4.159 2.538 0.381
C11 3.696 1.884 -1.210
Cl3 4.196 3.020 -2.488
Cl4 4.500 0.314 -1.463
Cl5 1.929 1.663 -1.270
Cl6 6.988 1.711 1.027
C12 7.798 2.826 2.155
Cl7 9.080 1.955 3.034
Cl8 8.517 4.177 1.242
Cl9 6.608 3.463 3.319
Cl10 -1.434 4.236 -6.830
C13 -2.950 3.390 -6.432
Cl11 -4.285 4.568 -6.360
Cl12 -3.299 2.173 -7.685
Cl13 -2.784 2.585 -4.852
Cl14 7.246 1.373 -3.185
C14 6.783 0.719 -4.777
Cl15 7.283 1.855 -6.054
Cl16 7.586 -0.851 -5.030
Cl17 5.016 0.498 -4.837